The following is a quantum chemistry calculation of a cluster of 2 separate species, C4H9NO in total at a distorted geometry, from the OMol25 dataset.

XYZ file:
```
15
Properties=species:S:1:pos:R:3:forces:R:3
H 2.1783 2.6621 -1.7950 -0.6 -1.5 1.3
H -1.5789 -1.6286 -1.2190 -0.7 -1.9 -0.1
H -0.6225 -0.9829 2.3422 -0.8 0.6 -1.8
C 2.0569 1.6087 -1.3514 -1.6 1.2 0.1
H -1.2940 -2.1868 1.2724 0.0 -0.5 -0.5
C 1.6704 1.2768 -0.0669 1.0 0.2 -2.2
O 1.9724 -0.0216 0.2663 0.1 0.0 -0.5
H 1.2102 1.9145 0.7194 0.8 -0.3 -0.6
H -2.3300 -1.0724 2.0404 -0.7 0.6 -0.3
H -2.0282 0.0458 -1.7182 0.4 0.0 0.7
C -1.7653 -0.6456 -0.8958 1.8 1.6 1.4
C -1.4013 -1.1363 1.5029 2.0 0.1 -0.6
H 1.9339 0.8666 -2.1824 1.0 0.2 1.3
H 1.3671 -0.4862 0.8335 -0.8 0.2 0.5
N -1.3690 -0.2141 0.2514 -2.0 -0.5 1.2
```
Forces are in eV/Å.

Properties
2S+1: 1
HOMO level (eV): -8.57
Relative energy (zero: lowest compared OMol25 entry of this formula, charge and spin) (kcal per mole): 99.4

The following is a quantum chemistry calculation of an isolated molecule of C4H6O2, from the OMol25 dataset.

XYZ file:
```
12
Properties=species:S:1:pos:R:3:forces:R:3
H -0.0228 2.4293 0.3326 0.0 -0.2 0.0
H -1.0895 -2.5476 -0.6838 0.0 0.2 0.0
H 1.0807 -1.6771 0.1423 -0.1 0.0 -0.1
H -1.3777 1.3477 -0.0870 0.2 0.0 0.0
C -0.9212 -1.4825 -0.5549 0.1 0.1 0.0
H -1.7254 -0.8214 -0.8699 0.1 -0.1 0.1
O 1.7452 0.7708 0.0156 -0.8 0.3 0.2
C 0.2407 -1.0262 -0.0857 -0.1 -0.1 -0.1
C 0.5391 0.3862 0.0942 0.2 0.1 0.1
C -0.4490 1.4354 0.4842 0.0 0.1 0.0
O 2.6867 -0.1360 -0.3312 0.4 -0.3 -0.1
H -0.7069 1.3214 1.5436 0.0 0.0 -0.1
```
Forces are in eV/Å.

Properties
2S+1: 1
HOMO level (spin up / spin down) (eV): -8.74 / -8.75
Relative energy (zero: lowest compared OMol25 entry of this formula, charge and spin) (kcal per mole): 117.6

The following is a quantum chemistry calculation of an isolated molecule of C3H3N5 at a distorted geometry, from the OMol25 dataset.

XYZ file:
```
11
Properties=species:S:1:pos:R:3:forces:R:3
N -0.1217 0.5772 1.4502 -0.7 0.4 -2.0
N 1.8396 -1.0324 -0.4966 1.5 -2.8 3.2
C -0.4379 1.4106 0.4631 -1.8 -1.3 0.1
H 2.2114 -1.7628 0.2528 -0.4 1.7 -1.9
H -1.5056 1.2148 -1.7566 1.0 0.3 1.6
C -0.7882 0.8324 -0.9548 0.4 0.5 0.8
N -0.1667 -0.2131 -1.3165 0.1 -1.8 1.5
N -0.5711 -0.7932 1.3723 -1.8 0.1 1.7
C 0.6097 -1.0131 -0.3282 -1.9 1.2 -4.2
H -0.6941 2.4938 0.7461 1.1 -1.6 -0.5
N -0.3756 -1.7142 0.5682 2.7 3.2 -0.3
```
Forces are in eV/Å.

Properties
2S+1: 1
HOMO level (eV): -9.82
Relative energy (zero: lowest compared OMol25 entry of this formula, charge and spin) (kcal per mole): 95.1

The following is a quantum chemistry calculation of a structure of composition C29H29N5O4RuS3, from the OMol25 dataset.

XYZ file:
```
71
Properties=species:S:1:pos:R:3:forces:R:3
S -2.4766 0.6489 -1.5313 0.1 0.1 0.0
N -0.0001 -1.3733 2.7793 -0.1 0.1 -0.2
H -2.5520 -4.5447 -2.9364 0.0 0.0 0.0
H -2.6119 -6.0781 -2.0655 0.0 0.0 0.0
C -0.2116 6.7451 -1.4038 0.0 0.0 0.0
C -2.9474 -5.0428 -2.0482 0.0 0.0 0.0
C 2.3799 -0.7425 -1.4842 -0.1 0.0 -0.1
C 1.7611 1.7201 -1.1148 0.0 0.0 0.0
O 0.8131 -2.6879 0.8148 0.3 -0.3 0.1
H -0.5943 0.2788 5.5953 0.0 0.0 0.0
O 2.1823 -3.9784 2.0428 0.1 0.1 0.1
H -0.2565 7.5394 -3.3928 0.0 0.0 0.0
H -5.9601 -3.4623 -1.5229 0.0 0.0 0.0
H 0.9647 2.0629 0.8742 0.0 0.0 0.0
C -1.4054 0.5102 2.8359 -0.1 0.0 0.0
H 2.0022 -3.0919 4.7866 0.0 0.0 0.0
C 1.2819 -2.3473 4.4771 0.0 0.0 -0.2
C -1.1450 5.5904 -3.2981 0.0 0.0 0.0
C -1.4947 3.3752 -0.2559 0.0 -0.1 0.1
C 5.9524 -0.1426 -0.3944 0.0 0.0 0.0
N -2.3825 -4.4157 -0.8472 0.0 0.1 0.1
C 0.0743 0.0367 -1.2505 0.1 0.3 -0.1
C 0.8491 2.4357 -0.1488 0.0 0.0 0.0
H -4.6604 -2.4300 0.1415 0.0 0.0 0.0
H -1.3930 5.5669 -4.3503 0.0 0.0 0.0
C -4.4625 -4.9600 -1.9928 0.0 0.0 0.0
H -1.3889 3.6034 0.8065 0.0 0.0 0.0
C 3.5866 -0.5237 -0.6191 0.1 0.0 0.0
H 4.4612 -0.2280 2.6428 0.0 0.0 0.0
H 6.6838 0.0763 1.6073 0.0 0.0 0.0
H -0.3334 5.7197 0.4748 0.0 0.0 0.0
O -1.8943 1.4891 3.3111 0.1 0.0 0.1
Ru -0.6148 -1.4017 0.8545 -0.1 -0.2 0.2
H -1.9936 3.6639 -2.9068 0.0 0.0 0.0
N -0.5550 2.2629 -0.5372 -0.1 -0.1 -0.1
C 4.8374 -0.3503 -1.1963 0.0 0.0 0.0
C 3.4569 -0.4793 0.7680 0.0 0.0 0.0
C -0.5088 6.7014 -2.7578 0.0 0.0 0.0
H 1.7434 2.1860 -2.1034 0.0 0.0 0.0
H 4.9497 -0.3887 -2.2728 0.0 0.0 0.0
H 2.7806 1.7308 -0.7380 0.0 0.0 0.0
H 2.4803 -0.6172 1.2222 0.0 0.0 0.0
C 4.5649 -0.2589 1.5663 0.0 0.0 0.0
S -2.3630 -3.0227 1.4196 0.0 0.0 0.1
H -1.5137 -4.7597 -0.4668 0.0 0.0 0.0
C -0.5429 5.6720 -0.5879 0.0 0.0 0.0
H 2.6404 -0.7269 -2.5449 0.0 0.0 0.0
H -2.4991 2.9834 -0.4165 0.0 0.1 0.0
H 0.2664 7.6172 -0.9797 0.0 0.0 0.0
H -4.6436 -2.8720 -2.5385 0.0 0.0 0.0
C -1.1721 4.5554 -1.1262 0.0 0.1 0.0
O -1.5306 0.1669 1.5388 -0.1 0.3 0.1
H 1.0096 -1.4601 6.4092 0.0 0.0 0.0
C -0.9239 1.1390 -1.0606 0.0 -0.1 0.1
H 1.0626 3.5031 -0.1655 0.0 0.0 0.0
S -0.7196 -1.4525 -1.5927 0.0 0.0 0.0
C -0.1740 -0.4605 4.9278 0.0 0.0 -0.1
H 6.9253 -0.0209 -0.8499 0.0 0.0 0.0
C -4.8894 -3.5307 -1.7020 -0.1 0.0 -0.1
C -1.4783 4.5204 -2.4848 0.0 0.0 0.0
N 1.3514 0.3096 -1.2607 -0.1 -0.1 0.0
C 1.3910 -3.0952 1.9736 -0.3 -0.1 -0.1
C 0.8888 -2.2812 3.1506 0.2 -0.1 0.1
C 0.7263 -1.4294 5.3659 0.0 0.0 0.0
H -4.8823 -5.2884 -2.9417 0.0 0.0 0.0
N -4.2027 -3.0625 -0.4961 0.1 0.0 0.1
C 5.8168 -0.0919 0.9840 0.0 0.0 0.0
H 1.8905 -1.6917 -1.2604 0.1 0.0 0.0
C -0.5242 -0.4635 3.5886 0.0 0.1 0.2
H -4.8428 -5.6226 -1.2137 0.0 0.0 0.0
C -3.0297 -3.5330 -0.1015 0.0 0.0 -0.1
```
Forces are in eV/Å.

Properties
2S+1: 5
Total charge: +2
HOMO level (spin up / spin down) (eV): -13.45 / -14.11
Relative energy (zero: lowest compared OMol25 entry of this formula, charge and spin) (kcal per mole): 7.0

The following is a quantum chemistry calculation of a cluster of 14 separate species, C16H60N10O14 in total at a distorted geometry, from the OMol25 dataset.

XYZ file:
```
100
Properties=species:S:1:pos:R:3:forces:R:3
C -2.9484 0.6042 0.7263 -2.7 1.7 -1.3
H -2.8082 -1.6144 -5.3286 0.2 -0.9 -0.4
H 3.5592 -1.6911 -0.1244 0.7 1.9 0.7
H 3.2104 0.0277 0.3180 0.2 -0.3 0.0
H -0.1621 5.3233 -2.0689 0.8 -1.0 0.1
H -0.1463 -0.0076 6.1752 0.2 -0.8 1.0
C -3.6422 -0.3901 -2.6046 -3.0 1.4 -1.4
H 3.5588 2.3405 -4.3979 0.9 -0.9 -0.4
O 0.2433 -0.0716 0.7524 0.7 -0.5 1.0
C 5.1303 -0.6199 0.5176 4.0 -10.1 -0.6
H 1.3666 -1.4015 4.4483 -1.4 0.8 -0.1
H 3.3330 2.6963 2.1449 0.1 1.0 -0.3
H -3.3501 -1.9792 1.7140 0.1 -0.8 -1.1
H -2.1595 -3.1732 4.1999 -0.2 -0.5 0.3
H 4.1680 -3.9686 -0.4992 -0.3 0.5 0.1
H -0.2582 4.0184 2.1095 -0.6 -0.4 0.5
H -1.2861 3.7665 -0.8050 -0.5 -0.4 0.1
H -5.1458 -1.0105 -4.0839 0.7 0.1 -0.4
C 0.1638 -2.0175 -3.8093 0.5 -0.9 0.1
H -0.3104 1.0457 -0.7889 0.2 1.5 -0.7
H 1.8398 1.9732 2.7494 0.9 -0.3 0.2
N -1.5208 -2.6910 3.6121 -2.1 4.9 2.3
N 5.3437 0.5648 0.8194 4.1 9.0 3.8
H -1.1900 -3.1938 -3.0686 -1.0 -1.6 -0.7
H 6.3334 0.8956 1.1407 -2.8 -1.0 -0.7
H -1.5925 -1.7173 0.6689 1.1 0.8 0.4
O 2.4000 1.4049 0.8812 -0.6 0.2 -1.1
O -3.3639 -2.6086 0.9533 -1.0 0.3 1.6
H 0.6237 -2.6843 -1.5172 0.4 -0.4 1.1
H -4.8702 2.7469 -2.0916 0.7 0.5 0.9
C -3.0329 3.2492 -1.6053 5.1 -1.0 -2.4
O 2.4084 1.6647 -2.3667 4.8 -2.4 -2.4
H -2.5155 0.6721 -0.2709 1.5 -0.2 0.6
H 3.7289 -0.2436 -1.4674 1.7 0.5 -2.1
H 1.4793 1.0109 0.8497 0.7 0.1 0.5
O 0.1688 -2.7315 1.8549 -4.0 -2.0 5.8
N -4.2840 3.1953 -1.3620 -7.5 -1.3 1.2
H 4.8729 1.0550 -4.4962 -1.4 0.8 0.4
O -3.1757 -0.8424 -4.9351 -1.1 0.8 0.6
H -2.1300 0.4256 4.9529 -0.4 0.4 0.6
H 0.0194 1.3179 5.1879 -0.3 0.9 -0.5
C 0.5887 4.4906 -2.1906 -0.1 0.9 -1.9
C -0.7218 -3.2799 2.8297 6.2 1.2 -7.6
O 2.5768 -3.6173 -2.4555 0.4 1.3 5.6
H 5.1363 -0.0735 -2.6017 -0.5 -0.2 0.1
H 3.4842 1.0740 2.5795 -0.6 -0.4 0.7
H 1.9492 0.2038 4.5297 -1.1 -0.2 0.0
H 0.8212 -0.1256 3.2630 -0.2 -0.4 -0.4
N 3.9934 1.4503 -4.1038 0.1 2.3 -1.8
O -2.2666 0.2305 1.8679 2.6 -2.0 -1.7
C -0.9036 3.1310 2.2716 -0.6 0.3 -2.5
H 0.8885 -1.2780 -3.4338 -0.5 -0.3 -0.2
O -0.6533 -2.5024 -2.7709 0.8 1.4 2.6
H 0.9612 -0.1204 -1.2749 0.4 0.2 0.7
N 4.1518 0.0850 -2.4092 -0.1 -2.4 3.7
H -1.5667 -4.8267 3.5444 0.6 -1.3 -0.4
C -0.1539 0.2616 5.1478 0.8 -0.8 -0.7
N -0.8768 -4.5761 2.8494 -1.2 -1.1 0.9
H -4.0168 -2.2985 -3.6376 0.1 0.9 -0.2
H 0.9006 2.7092 -1.4669 1.2 -0.9 -0.5
C 0.0917 0.0758 -0.6553 -2.6 -0.6 -0.4
H -3.7703 -0.0564 0.5094 -0.6 -0.5 0.3
H -2.5519 3.6494 0.3971 0.1 0.4 -1.6
H -3.8200 0.7262 -2.6864 0.5 -1.3 -0.5
H 3.2405 -3.1890 0.7724 -0.1 -0.7 -1.6
H -0.7443 -0.5105 -1.1049 0.7 -0.4 0.6
O -2.3077 3.5481 2.3194 -0.3 -1.5 1.7
O -1.4267 -0.0914 4.5844 0.5 0.0 -0.5
H -3.3751 1.6091 0.8812 0.0 -0.3 -0.1
H -0.6379 2.5388 3.1048 0.4 -0.4 1.1
H -0.5390 -0.2437 1.3501 0.8 0.3 -1.6
C 2.4375 -3.2924 -1.1021 -1.7 -2.5 -10.8
N 3.8901 -0.7296 0.1632 -4.3 -3.9 -1.3
H 1.0171 -2.8199 0.2671 0.1 0.1 -1.5
H -0.5658 -1.6544 -4.4580 -0.4 1.5 -1.8
C 3.5317 1.0944 -2.9146 -5.4 2.7 1.4
H -0.1715 -5.1505 2.5010 0.8 -1.2 -0.6
H -2.6605 0.5877 2.6088 -1.1 1.1 2.2
H -0.7545 2.4994 1.3523 -0.1 0.4 0.8
H -4.2119 -0.6686 -1.7375 -0.4 -0.6 0.4
H -2.6529 -0.5627 -2.4215 2.7 -0.3 0.4
H -2.5224 -1.9839 -0.7643 0.0 0.1 -1.0
O 6.0167 -1.7401 0.5455 -4.0 5.8 -0.3
C 0.9865 -0.3494 4.3063 1.8 0.3 0.9
H -1.5574 -1.6694 3.7353 0.3 -0.6 -0.3
O -2.5225 2.8502 -2.6873 -1.1 0.9 1.3
N -2.2938 3.7501 -0.6143 1.4 0.7 2.4
H 1.6115 4.8873 -2.1633 0.0 0.0 1.0
C -2.2134 -2.3922 0.1670 -0.5 -0.7 0.0
H -1.6564 -3.3177 0.0551 0.0 -0.1 -0.2
H 4.4838 1.1772 1.0654 2.7 -1.2 -1.1
H -2.8176 2.9280 2.9424 1.3 1.5 -1.4
C 2.7661 1.7867 2.1636 -0.9 0.1 0.7
O 0.2849 3.4148 -1.3638 -0.5 1.0 1.1
H 0.5577 4.1757 -3.2402 -0.5 0.0 -0.1
H -4.7224 3.2216 -0.3972 1.1 0.2 -1.9
C -4.0709 -1.1972 -3.8702 0.3 -0.2 1.2
N 1.3084 -2.8469 -0.7481 -4.7 2.1 2.0
N 3.3249 -3.4627 -0.2369 5.5 -1.5 5.2
H 0.6665 -2.8705 -4.2489 0.6 0.1 -0.2
```
Forces are in eV/Å.

Properties
2S+1: 1
HOMO level (eV): -7.98
Relative energy (zero: lowest compared OMol25 entry of this formula, charge and spin) (kcal per mole): 202.4

The following is a quantum chemistry calculation of a structure of composition C25H45InN2P3SSe at a distorted geometry, from the OMol25 dataset.

XYZ file:
```
78
Properties=species:S:1:pos:R:3:forces:R:3
H -1.7971 -0.8787 -2.7054 -0.8 -0.9 -0.9
C -0.2923 0.0688 3.6232 0.2 -0.4 -0.2
H -3.0688 -4.5024 -0.1315 0.1 0.0 0.2
C -4.2457 -1.5898 -4.6323 0.2 -0.1 0.4
H -4.5495 -2.3632 -0.2234 -0.1 -0.2 0.0
H 4.1809 -1.8765 1.2902 -0.3 0.1 0.0
H -2.6782 1.9701 1.4466 -0.1 -0.1 0.1
H -0.9068 -0.8049 3.8575 0.2 0.1 0.0
C 6.8763 3.8762 2.0721 -0.1 -0.8 -0.4
C -2.4401 1.4714 -4.4953 -0.8 0.2 0.0
C -5.0428 -3.2207 -6.2427 0.4 -0.1 0.3
H -1.4233 -4.6355 0.5637 -0.2 0.2 0.1
P -2.3079 -2.3393 0.6937 0.3 -0.7 -0.5
H 3.4504 -3.7002 -0.2638 -0.4 0.3 -0.2
C 4.4444 4.0058 0.8092 -1.5 0.0 -0.1
H -0.0857 3.0246 1.3666 0.0 -0.2 0.2
P 1.8548 -2.0682 0.6044 1.0 -1.2 0.0
H 0.8803 -4.0551 1.6208 0.3 0.2 0.3
C 2.0896 4.6367 0.1635 -0.1 0.3 -0.1
H -1.4913 -2.9867 2.8869 -0.3 0.1 -0.1
H -3.6477 -0.9511 -0.7379 0.0 -0.1 0.0
H 6.4525 5.9022 2.7340 -0.2 -0.4 -0.1
C 6.0775 5.0365 2.1788 -1.0 0.6 -0.5
C -3.8420 -1.6103 0.1063 -0.3 0.4 -0.1
H -2.7182 -1.6978 3.0178 0.0 -0.2 -0.2
H 1.5404 4.6289 1.1155 0.3 0.1 -0.3
H 1.4099 4.3519 -0.6477 0.3 0.1 0.2
C 3.3239 -1.1904 1.2640 -0.2 0.6 0.0
C 6.4623 2.7547 1.3513 0.5 0.3 0.3
C -3.1767 -3.7610 -4.7932 0.1 0.4 0.7
C -3.2458 -2.4771 -4.1967 -1.0 -0.4 -1.5
C -2.3527 1.3048 2.2529 -0.1 -0.1 -0.4
N 3.2151 3.7056 0.2065 0.1 -0.2 0.5
H -2.3908 2.3108 -2.5667 -0.3 1.2 -1.0
H 4.1346 5.9604 1.6500 0.6 -0.2 0.1
H -4.0275 -5.1418 -6.1934 0.0 0.4 0.1
H 3.1129 -0.8395 2.2830 0.1 0.0 -0.2
H -5.7471 -3.5204 -7.0128 0.1 0.1 0.1
H 4.7240 0.9740 -0.1737 0.0 0.5 0.1
C -4.0755 -4.1253 -5.7927 -0.1 0.0 0.1
C -2.1013 -4.0020 -0.0219 0.2 -0.1 -0.4
H 1.8597 -3.7827 -1.1101 0.4 0.2 0.0
H 0.7696 -0.1820 3.7300 -0.2 0.0 0.1
C 3.1788 2.3956 -0.1867 1.0 0.9 0.1
H -0.0724 2.7383 3.1395 0.1 -0.2 -0.4
H -0.5412 0.8756 4.3248 0.1 -0.2 -0.1
H 3.0179 -2.4437 -1.4910 -0.1 -0.4 0.1
H -3.2161 -3.3777 2.7098 0.1 0.2 -0.3
C 4.8185 5.1089 1.5712 0.6 0.5 0.1
H -5.8742 -1.2580 -6.0091 0.1 0.0 0.2
H 1.3510 -2.8262 2.8672 0.1 -0.4 -0.3
H 7.0198 1.8216 1.2796 0.1 0.4 0.2
H 1.2976 2.1982 2.1249 -0.2 0.0 0.0
H 3.5721 -0.3252 0.6362 -0.2 -0.4 0.3
Se 1.7185 1.5385 -0.9843 1.1 0.6 0.0
H -4.2968 -1.0123 0.8919 -0.1 0.0 0.2
H -3.1361 0.9070 -5.1365 0.6 1.0 -0.5
C 0.2073 2.3220 2.1563 0.2 0.1 -0.3
C 1.6492 -3.3296 1.9316 -0.5 0.3 0.0
H -3.0513 0.4683 2.3445 0.0 0.2 0.0
P -0.6499 0.7046 1.9314 -0.1 1.1 1.0
C -2.9781 2.2217 -3.5134 1.0 -1.2 0.4
H -2.3390 1.8627 3.1965 -0.1 -0.1 -0.2
H 2.6088 -3.8564 2.0837 -0.4 0.3 -0.1
H -1.3647 1.4109 -4.7278 -0.5 -0.5 0.7
C 5.2363 2.8669 0.7194 -0.8 -1.1 -0.4
H -4.0187 2.5518 -3.5528 0.2 -0.6 0.4
In -0.4027 -0.8492 -0.5070 0.2 -0.3 1.8
C -5.1159 -1.9545 -5.6644 0.2 -0.1 0.1
H 2.5003 5.6322 -0.0342 -0.3 -0.2 0.0
C -2.4488 -2.6194 2.4890 0.2 0.1 0.3
H -2.4765 -4.4952 -4.3773 -0.1 0.3 -0.4
H 7.8242 3.8622 2.5922 0.0 -0.1 0.0
N 4.4420 1.9213 0.0755 -0.2 -0.6 -0.1
C 2.6288 -3.1071 -0.7021 -0.3 0.3 -0.1
H -4.3709 -0.6399 -4.1139 0.0 -0.1 -0.3
H -1.6801 -3.8927 -1.0288 -0.1 -0.2 0.4
S -2.1669 -2.2351 -2.8267 0.7 1.0 0.7
```
Forces are in eV/Å.

Properties
2S+1: 1
Total charge: +3
HOMO level (spin up / spin down) (eV): -14.85 / -14.91
Relative energy (zero: lowest compared OMol25 entry of this formula, charge and spin) (kcal per mole): 23.7

The highest 2S+1 belongs to which entry? C29H29N5O4RuS3